Record 1
DFT (ωB97M-V with the def2-TZVPD basis set) results for C22H62O10V as an isolated structure.

Net charge ... -1
HOMO level (spin up / spin down) ... -0.107 / -0.210 Ha
Orbital gap (spin up / spin down) ... 0.1861 / 0.2895 Ha
Electronic energy ... -69978.020 eV
F_max ... 2.8 eV/Å
LUMO energy (spin up / spin down) ... 0.0795 / 0.0795 Ha
Spin multiplicity ... 5

XYZ file:
```
95
Properties=species:S:1:pos:R:3:forces:R:3
V -17.06913 6.55866 10.68322 -0.45 1.63 -1.45
C -14.98958 10.62009 9.76447 -0.91 0.09 -0.72
C -15.88128 9.37518 9.47585 -0.05 -0.97 2.49
C -15.74078 8.84806 8.07539 0.42 -0.05 -0.56
O -15.71857 8.34730 10.49378 0.25 -0.33 -0.52
H -15.12274 11.09813 10.73496 0.06 -0.67 0.45
H -15.34566 11.42558 9.12222 0.08 0.08 -0.55
H -13.93242 10.48092 9.53832 0.07 -0.27 0.15
H -16.92209 9.66789 9.61417 -0.35 0.59 -0.25
H -16.08019 7.82020 7.94729 -0.38 0.08 0.37
H -14.69897 8.80244 7.75814 0.15 0.28 -0.08
H -16.32853 9.48377 7.41318 0.15 0.03 -0.30
C -17.33913 5.23445 7.73096 -0.59 -1.21 -1.08
C -18.78051 5.50838 8.18171 1.28 1.52 0.66
C -19.44641 4.19509 8.58983 -0.15 -0.54 0.17
O -18.72967 6.48707 9.21275 0.74 -0.40 1.00
H -17.39852 4.31498 7.14860 0.36 -0.49 0.01
H -16.68855 5.05336 8.58655 0.16 0.13 -0.01
H -16.90404 5.90516 6.99005 -0.08 0.66 0.55
H -19.27964 6.03599 7.36893 -0.42 -0.62 -0.51
H -19.03161 3.86469 9.54213 -0.14 0.30 0.36
H -19.24178 3.32865 7.96093 0.31 0.23 -0.64
H -20.53515 4.18865 8.64166 -0.07 0.54 0.33
C -11.22626 8.11693 8.25027 -0.12 -0.45 0.27
C -11.91823 7.92000 9.61672 -1.45 0.21 -1.17
O -13.16629 7.22476 9.33741 1.51 -0.20 -0.06
H -11.30942 7.17926 7.70075 -0.11 -0.11 0.01
H -10.15954 8.34062 8.26343 0.06 0.23 0.39
H -11.73591 8.87277 7.65272 -0.06 0.02 0.11
H -12.26273 8.86749 10.03105 0.69 0.27 0.26
H -11.31508 7.38773 10.35224 0.05 -0.11 -0.08
H -13.86713 7.69367 9.79627 -0.84 0.06 0.44
C -18.48223 12.25481 11.70181 1.49 1.29 -0.54
C -19.79551 11.82679 11.16082 1.09 0.44 0.05
O -19.67851 10.47024 10.91604 -1.55 -1.80 0.30
H -18.06986 11.74141 12.57041 -0.67 -0.05 0.23
H -18.49582 13.33680 11.83300 0.27 0.17 0.35
H -17.75079 12.06078 10.91730 0.31 0.12 -0.12
H -19.96231 12.34061 10.21411 -0.38 0.44 0.05
H -20.53595 12.12603 11.90265 -0.65 -0.83 -0.28
H -19.04521 10.28897 10.21770 0.20 0.20 -0.03
C -21.21748 7.97867 7.36328 -0.49 0.40 0.22
C -20.39797 9.26384 7.64359 0.05 -1.84 -0.75
O -19.01466 8.96549 7.21929 -1.52 1.29 0.95
H -21.03718 7.14550 8.04256 0.45 0.35 0.35
H -21.04538 7.56584 6.36927 0.00 0.39 -0.20
H -22.27613 8.21007 7.48078 -0.22 0.03 -0.19
H -20.50762 9.50920 8.69994 0.49 0.06 0.07
H -20.79009 10.09838 7.06231 0.31 -0.03 -0.19
H -18.79194 8.27683 7.84996 0.73 -0.89 0.39
C -18.17061 11.80251 3.88867 -1.92 0.05 -0.21
C -18.08449 10.34506 4.29505 0.48 -1.16 0.55
O -19.35232 9.75195 4.68734 0.46 1.32 -1.91
H -18.71665 11.82466 2.94556 0.02 -0.05 -0.33
H -17.27789 12.40101 3.70717 0.22 -0.42 0.52
H -18.89777 12.27939 4.54588 0.44 0.45 0.38
H -17.34883 10.11502 5.06576 -0.02 0.47 0.41
H -17.64712 9.84532 3.43072 -0.42 -0.59 -0.23
H -19.32337 9.34729 5.55740 0.85 -0.12 0.40
C -14.26132 9.79273 15.15556 -0.04 0.31 -1.43
C -14.68518 9.95546 13.65119 0.11 1.61 2.10
O -13.95731 9.15293 12.84441 1.19 -2.38 -0.92
H -13.19738 10.02403 15.20673 0.15 -0.31 0.02
H -14.44547 8.76241 15.45993 0.03 0.11 0.19
H -14.73146 10.51880 15.81881 -0.39 -0.15 -0.07
H -14.35558 10.92470 13.27698 -0.98 1.14 0.71
H -15.74645 9.76187 13.49519 -0.25 0.37 0.25
H -14.57006 8.98272 12.12527 -0.01 -0.83 -1.25
C -9.89299 12.62379 8.72669 -0.79 -0.93 -0.46
C -10.87815 11.73000 7.94619 0.51 1.27 -0.65
O -11.41484 12.49196 6.83085 -0.06 -0.57 0.26
H -9.52431 12.07913 9.59590 0.29 0.06 -0.05
H -10.46102 13.47930 9.09213 0.25 0.24 -0.04
H -9.10418 12.89815 8.02626 0.11 0.28 0.38
H -11.62562 11.33138 8.63211 -0.31 -0.07 -0.29
H -10.36702 10.93145 7.40845 -0.01 -0.18 0.47
H -11.92215 13.25636 7.11356 0.00 -0.06 0.40
C -18.71140 13.64039 7.32493 -0.10 0.61 0.35
C -17.34366 13.28513 6.74146 -1.23 -0.96 -0.55
O -16.37321 13.67861 7.63235 1.33 1.10 1.86
H -19.06186 12.91842 8.06251 0.31 -0.06 0.12
H -19.55663 13.77291 6.64956 0.34 -0.17 -0.51
H -18.57130 14.60093 7.82076 -0.17 0.07 0.20
H -17.19239 13.74760 5.76610 -0.11 -0.21 -0.14
H -17.28694 12.19677 6.72247 -0.06 -0.20 -0.88
H -15.54400 13.96892 7.24540 -0.27 -0.21 -0.34
C -13.48721 13.80968 11.94166 0.27 0.55 0.34
C -14.54196 14.27289 12.94570 -0.34 -1.65 -0.19
O -15.04320 15.56410 12.69405 0.50 0.63 -0.01
H -12.50325 14.18890 12.21754 0.02 0.47 -0.19
H -13.75577 14.14195 10.93887 0.06 -0.07 -0.02
H -13.31992 12.73260 11.94152 -0.58 -0.11 0.04
H -14.17136 14.15019 13.96339 0.26 0.28 0.17
H -15.39489 13.59710 12.88308 -0.09 -0.38 -0.08
H -15.57647 15.78016 13.46252 -0.11 0.22 -0.10
```
Positions in Å, forces in eV/Å.



Record 2
DFT (ωB97M-V with the def2-TZVPD basis set) results for an isolated ion of composition CH4N3O2 and charge -1.

Net charge ... -1
HOMO level ... -0.145 Ha
Orbital gap ... 0.3143 Ha
Electronic energy ... -9664.640 eV
F_max ... 3.3 eV/Å
Energy above the lowest of the compared OMol25 structures with the same formula, charge and spin ... 220.0 kJ/mol
LUMO energy ... 0.1698 Ha

XYZ file:
```
10
Properties=species:S:1:pos:R:3:forces:R:3
C 0.01261 -0.13764 -0.71036 1.52 -0.36 -0.51
N -0.26317 -0.06997 0.66007 -1.55 0.33 0.74
N -0.81372 0.92965 -1.32337 -0.23 -2.79 -1.75
N 0.57629 -0.54677 1.46300 0.40 0.11 2.65
O 1.63747 -1.12801 1.10822 0.02 -0.17 -0.26
O 0.32675 -0.37587 2.72752 0.53 -0.46 -1.35
H 1.14819 -0.15855 -0.81343 -1.21 0.82 -0.59
H -0.27331 -1.14243 -1.14218 -0.13 0.94 0.12
H -1.68952 0.76904 -0.86962 -0.84 -0.22 0.06
H -0.66160 1.86053 -1.09985 1.48 1.79 0.87
```
Positions in Å, forces in eV/Å.



Record 3
DFT (ωB97M-V with the def2-TZVPD basis set) results for an isolated ion of composition C6H9BrNS and charge +1.

Net charge ... +1
HOMO level ... -0.442 Ha
Orbital gap ... 0.2874 Ha
Electronic energy ... -88725.672 eV
F_max ... 3.4 eV/Å
Energy above the lowest of the compared OMol25 structures with the same formula, charge and spin ... 185.2 kJ/mol
LUMO energy ... -0.1543 Ha

XYZ file:
```
18
Properties=species:S:1:pos:R:3:forces:R:3
C 0.09176 1.97644 0.77166 1.15 1.87 1.01
C -0.87323 1.55637 1.58444 -0.89 1.19 0.76
C 0.51414 1.20526 -0.35230 -0.44 0.87 -0.93
C -1.42628 0.20491 1.48098 -0.36 -0.87 1.43
C 0.64164 -0.09749 -0.41950 3.26 -0.48 -0.73
C -1.81428 -0.41684 0.36628 -2.38 -0.09 1.26
N 0.68136 -0.56484 -1.85910 1.73 -0.01 -0.25
S -2.34119 -2.10657 0.36616 -0.61 -0.92 0.51
Br -2.43310 0.47826 -1.25864 0.64 -0.40 0.71
H 0.56424 3.00068 0.83184 -0.91 -1.17 0.20
H -1.30540 2.28611 2.32773 0.60 -1.06 -0.69
H 0.45874 1.81760 -1.26788 -0.01 -0.48 0.09
H -1.49472 -0.41407 2.46606 0.50 1.05 -1.90
H 1.12305 -0.72924 0.36416 -1.26 0.12 -0.88
H 0.93842 0.27742 -2.45823 -0.88 -1.31 0.72
H -0.26043 -0.90963 -2.05046 -0.13 0.07 -0.62
H 1.38815 -1.30304 -2.12272 -0.89 0.66 0.70
H -2.85852 -2.39851 1.66483 0.87 0.95 -1.40
```
Positions in Å, forces in eV/Å.



> Number 2 is which compound?

CH4N3O2



What did the second record say?
DFT (ωB97M-V with the def2-TZVPD basis set) results for an isolated ion of composition CH4N3O2 and charge -1.

Net charge ... -1
HOMO level ... -0.145 Ha
Orbital gap ... 0.3143 Ha
Electronic energy ... -9664.640 eV
F_max ... 3.3 eV/Å
Energy above the lowest of the compared OMol25 structures with the same formula, charge and spin ... 220.0 kJ/mol
LUMO energy ... 0.1698 Ha

XYZ file:
```
10
Properties=species:S:1:pos:R:3:forces:R:3
C 0.01261 -0.13764 -0.71036 1.52 -0.36 -0.51
N -0.26317 -0.06997 0.66007 -1.55 0.33 0.74
N -0.81372 0.92965 -1.32337 -0.23 -2.79 -1.75
N 0.57629 -0.54677 1.46300 0.40 0.11 2.65
O 1.63747 -1.12801 1.10822 0.02 -0.17 -0.26
O 0.32675 -0.37587 2.72752 0.53 -0.46 -1.35
H 1.14819 -0.15855 -0.81343 -1.21 0.82 -0.59
H -0.27331 -1.14243 -1.14218 -0.13 0.94 0.12
H -1.68952 0.76904 -0.86962 -0.84 -0.22 0.06
H -0.66160 1.86053 -1.09985 1.48 1.79 0.87
```
Positions in Å, forces in eV/Å.



> What is the formula in the third record?

C6H9BrNS



> Which value of electronic energy does entry 3 give?

-88725.672 eV